1.
Entry from OMol25: C17H33GeIN2O8PdSi3 as an isolated structure (wB97M-V/def2-TZVPD).

## Properties
- Net charge: -1
- ΔE to the lowest compared entry with this formula, charge and spin: 0.0 kJ/mol
- Spin multiplicity: 2
- Highest occupied orbital energy (alpha / beta): -0.19497 / -0.21322 Ha
- LUMO (alpha / beta): 1.11 / 1.10 eV

XYZ file:
```
66
C17H33GeIN2O8PdSi3 wB97M-V/def2-TZVPD
Pd -0.179 0.427 1.347
O -3.592 2.600 3.081
C -2.656 1.880 2.779
O -1.681 2.208 2.024
C -2.547 0.464 3.342
C -2.812 0.175 4.658
C -2.566 -1.118 5.154
C -1.895 -2.059 4.380
C -1.525 -1.743 3.078
C -2.040 -0.534 2.455
O -2.101 -0.424 1.174
N -0.606 -2.494 2.382
O 0.094 -1.905 1.456
O -0.383 -3.695 2.643
N -2.912 -1.432 6.487
O -2.727 -2.579 6.881
O -3.388 -0.552 7.194
H -3.204 0.941 5.310
H -1.595 -3.002 4.808
O -1.934 1.699 -0.630
H -2.466 0.921 -0.412
H -1.891 2.191 0.218
C -1.535 -2.927 -0.970
Si -0.999 -1.432 -2.024
C -0.001 -2.137 -3.510
C -2.567 -0.631 -2.804
Ge 0.377 0.297 -0.964
Si 2.776 -0.498 -0.563
C 4.027 0.982 -0.534
C 3.048 -1.532 1.016
C 3.423 -1.562 -2.028
Si 0.653 2.192 -2.535
C 1.698 1.570 -4.025
C -0.950 2.886 -3.331
C 1.580 3.679 -1.747
H -2.032 -3.687 -1.568
H -2.223 -2.613 -0.190
H -0.686 -3.389 -0.476
H -0.608 -2.836 -4.075
H 0.888 -2.663 -3.183
H 0.309 -1.349 -4.187
H -2.863 -1.149 -3.710
H -2.396 0.411 -3.055
H -3.404 -0.669 -2.112
H 3.621 1.886 -0.091
H 4.348 1.233 -1.540
H 4.917 0.711 0.028
H 2.645 -1.045 1.898
H 4.103 -1.722 1.197
H 2.543 -2.489 0.935
H 3.283 -1.067 -2.981
H 2.927 -2.524 -2.071
H 4.485 -1.745 -1.897
H 1.199 0.739 -4.513
H 2.679 1.229 -3.715
H 1.835 2.349 -4.767
H -1.288 2.254 -4.147
H -0.794 3.886 -3.729
H -1.741 2.940 -2.593
H 2.621 3.444 -1.551
H 1.114 3.955 -0.805
H 1.557 4.552 -2.395
I 1.210 0.759 3.933
C 1.353 1.611 1.939
H 2.380 1.466 1.622
H 1.094 2.666 2.013
```

2.
Entry from OMol25: C40H36BaN2O7PSbTe as an isolated structure (wB97M-V/def2-TZVPD).

## Properties
- Net charge: -2
- ΔE to the lowest compared entry with this formula, charge and spin: 230.6 kJ/mol
- Highest occupied orbital energy: -0.07539 Ha
- LUMO: 3.96 eV

XYZ file:
```
89
C40H36BaN2O7PSbTe wB97M-V/def2-TZVPD
Ba 0.280 1.378 0.091
O 0.935 0.897 -4.710
C 0.818 0.900 -3.460
O 1.422 1.566 -2.565
C -0.233 -0.108 -2.921
C -1.133 -0.779 -3.735
C -2.005 -1.698 -3.157
C -1.921 -1.986 -1.793
C -0.981 -1.290 -1.055
N -0.187 -0.356 -1.607
C -0.687 -1.633 0.422
O -1.128 -2.699 0.861
O 0.109 -0.804 1.040
H -1.122 -0.560 -4.796
H -2.740 -2.208 -3.771
H -2.534 -2.728 -1.301
C 2.336 4.550 3.144
C 1.251 5.036 3.867
C 0.033 4.394 3.785
C -0.093 3.240 3.005
N 0.952 2.800 2.278
C 2.121 3.447 2.344
C -1.398 2.487 2.946
C -2.234 2.550 4.074
C -3.488 1.950 4.069
C -3.909 1.280 2.917
C -3.048 1.193 1.821
C -1.758 1.782 1.767
H 3.312 5.023 3.182
H 1.355 5.929 4.474
H -0.837 4.788 4.295
H 2.930 3.041 1.737
H -1.898 3.048 4.984
H -4.119 1.995 4.950
H -4.900 0.828 2.883
H -3.408 0.619 0.955
C 6.177 -4.443 4.148
C 5.864 -4.594 2.801
C 4.687 -4.041 2.284
C 3.794 -3.321 3.094
C 4.129 -3.191 4.459
C 5.306 -3.736 4.978
Sb 1.846 -2.565 2.363
C 2.586 -2.337 0.359
C 1.852 -2.909 -0.693
C 2.162 -2.619 -2.024
C 3.225 -1.777 -2.326
C 3.993 -1.240 -1.294
C 3.671 -1.508 0.035
C 2.226 -0.634 3.236
C 3.488 -0.037 3.387
C 3.625 1.186 4.043
C 2.503 1.828 4.571
C 1.247 1.246 4.439
C 1.107 0.028 3.770
H 7.088 -4.873 4.550
H 6.538 -5.137 2.149
H 4.469 -4.161 1.226
H 3.470 -2.637 5.126
H 5.545 -3.607 6.028
H 0.998 -3.550 -0.471
H 1.547 -3.024 -2.822
H 3.438 -1.519 -3.358
H 4.830 -0.591 -1.526
H 4.263 -1.054 0.823
H 4.377 -0.535 3.014
H 4.608 1.638 4.143
H 2.608 2.779 5.078
H 0.367 1.740 4.841
H 0.109 -0.392 3.633
C -2.511 2.973 -3.812
C -2.605 2.748 -2.318
O -2.565 4.015 -1.588
P -1.191 4.555 -1.021
O -0.282 3.382 -0.687
Te -1.588 6.186 0.631
O -0.618 5.192 -2.381
C 0.786 5.621 -2.474
C 0.897 7.127 -2.405
H -2.623 2.012 -4.331
H -1.537 3.393 -4.081
H -3.297 3.657 -4.146
H -1.791 2.101 -1.998
H -3.536 2.272 -2.047
H 1.156 5.246 -3.421
H 1.371 5.148 -1.692
H 0.344 7.590 -3.229
H 1.953 7.424 -2.477
H 0.490 7.495 -1.466
```

3.
Entry from OMol25: C3H3LiO2Sm as an isolated structure (wB97M-V/def2-TZVPD).

## Properties
- Net charge: +2
- ΔE to the lowest compared entry with this formula, charge and spin: 108.4 kJ/mol
- Spin multiplicity: 7
- Highest occupied orbital energy (alpha / beta): -0.56613 / -0.56618 Ha
- LUMO (alpha / beta): -8.97 / -8.85 eV

XYZ file:
```
10
C3H3LiO2Sm wB97M-V/def2-TZVPD
O 2.452 0.018 1.338
C 1.673 -0.917 1.271
C 2.080 -2.361 1.104
H 2.162 -2.822 2.088
H 1.341 -2.920 0.528
H 3.001 -2.443 0.531
O -1.755 -1.859 -0.717
C -2.131 -2.734 -1.331
Sm -0.767 -0.144 0.933
Li 2.708 1.606 0.536
```

4.
Entry from OMol25: a 2-piece molecular cluster, C6H14N2O overall (wB97M-V/def2-TZVPD).

## Properties
- Net charge: 0
- ΔE to the lowest compared entry with this formula, charge and spin: 492.7 kJ/mol
- Highest occupied orbital energy: -0.27764 Ha
- LUMO: -0.36 eV

XYZ file:
```
23
C6H14N2O wB97M-V/def2-TZVPD
C -0.927 0.535 0.906
C -2.139 -0.315 0.740
C -1.046 2.015 0.769
C 2.499 0.220 0.851
N 1.400 -0.247 0.474
H -0.365 0.251 1.783
H -2.754 0.001 -0.101
H -1.496 2.405 1.693
H -2.727 -0.244 1.666
H -1.872 -1.363 0.614
H -0.065 2.476 0.665
H -1.667 2.300 -0.078
H 3.337 0.240 0.144
H 2.657 0.521 1.888
C 0.839 -2.048 -1.101
C 1.148 -0.541 -1.038
N -0.270 0.231 -1.186
O 2.023 -0.075 -1.831
H -0.911 -0.217 -1.835
H 0.021 1.105 -1.618
H 1.770 -2.601 -0.983
H 0.130 -2.381 -0.340
H 0.415 -2.268 -2.083
```

5.
Entry from OMol25: a 2-piece molecular cluster, C4H12N2O overall (wB97M-V/def2-TZVPD).

## Properties
- Net charge: 0
- ΔE to the lowest compared entry with this formula, charge and spin: 182.2 kJ/mol
- Highest occupied orbital energy: -0.29648 Ha
- SMILES string: CC/C(N)=C/N.O
- LUMO: 0.58 eV

XYZ file:
```
19
C4H12N2O wB97M-V/def2-TZVPD
C 0.989 2.978 -0.013
C 0.074 2.029 0.794
C -0.393 0.773 0.176
N -1.011 0.795 -1.146
C -0.472 -0.368 0.882
N -1.197 -1.533 0.599
H 2.073 2.819 -0.007
H 0.944 3.991 0.392
H 0.668 2.985 -1.055
H -0.836 2.611 0.986
H 0.662 1.794 1.682
H -0.524 0.124 -1.711
H -2.016 0.690 -1.118
H 0.030 -0.409 1.846
H -1.659 -1.504 -0.283
H -0.610 -2.351 0.758
O 1.201 -4.952 -1.188
H 1.531 -5.827 -0.990
H 0.546 -4.643 -0.604
```

6.
Entry from OMol25: one molecule with the formula C4H5NO2 (wB97M-V/def2-TZVPD).

## Properties
- Net charge: 0
- ΔE to the lowest compared entry with this formula, charge and spin: 626.4 kJ/mol
- Highest occupied orbital energy: -0.32010 Ha
- LUMO: -0.65 eV

XYZ file:
```
12
C4H5NO2 wB97M-V/def2-TZVPD
C 1.448 -0.961 0.069
C 1.907 0.346 0.108
C -0.599 0.074 -0.218
C -1.864 0.693 -0.142
N 0.074 -1.014 -0.073
O -0.587 -2.078 0.024
O 1.073 1.296 -0.004
H 2.164 -1.882 -0.032
H 3.028 0.618 0.326
H -1.822 1.891 -0.265
H -2.664 0.384 -0.796
H -2.158 0.631 1.003
```

7.
Entry from OMol25: a 2-piece molecular cluster, C3H5FN3O2 overall (wB97M-V/def2-TZVPD).

## Properties
- Net charge: -1
- ΔE to the lowest compared entry with this formula, charge and spin: 297.1 kJ/mol
- Highest occupied orbital energy: -0.17695 Ha
- LUMO: 3.63 eV

XYZ file:
```
14
C3H5FN3O2 wB97M-V/def2-TZVPD
C 2.435 -0.451 -2.582
H 3.760 -1.676 -1.476
F 0.223 -0.431 -2.330
C 2.673 -1.484 -1.473
H 2.175 -2.395 -1.842
C 2.566 0.987 -2.308
N 2.954 2.040 -2.027
N 2.302 -0.878 -4.028
O 2.258 -2.109 -4.243
O 1.836 0.002 -4.771
N 2.254 -1.069 -0.156
H 2.631 -1.719 0.527
H 1.227 -1.205 -0.106
H 3.553 -0.595 -3.260
```

8.
Entry from OMol25: CH22Fe2O14 as an isolated structure (wB97M-V/def2-TZVPD).

## Properties
- Net charge: +2
- ΔE to the lowest compared entry with this formula, charge and spin: 395.0 kJ/mol
- Spin multiplicity: 9
- Highest occupied orbital energy (alpha / beta): -0.55398 / -0.55397 Ha
- LUMO (alpha / beta): -9.12 / -9.55 eV

XYZ file:
```
39
CH22Fe2O14 wB97M-V/def2-TZVPD
Fe 3.719 16.746 -22.308
Fe -0.764 15.752 -21.330
C 1.520 17.866 -20.378
O 1.503 18.877 -19.662
O 0.357 17.213 -20.536
O 2.743 17.570 -20.931
O -0.242 14.357 -19.881
H -0.426 13.401 -19.793
H 0.532 14.564 -19.230
O -1.621 17.035 -22.729
H -2.517 17.433 -22.673
H -1.098 17.645 -23.286
O 1.009 20.881 -21.700
H 1.203 20.163 -21.063
H 1.790 21.449 -21.709
O 1.384 17.704 -17.093
H 0.738 18.008 -16.437
H 1.273 18.282 -17.872
O -1.497 18.526 -18.799
H -0.648 18.339 -19.285
H -1.780 19.408 -19.098
O 4.801 17.213 -18.521
H 4.759 16.248 -18.595
H 3.965 17.534 -18.884
O 5.558 17.462 -21.822
H 5.576 18.121 -21.077
H 6.466 17.445 -22.198
O 1.053 21.143 -17.777
H 1.199 20.410 -18.388
H 1.582 21.869 -18.134
O -2.211 16.381 -19.901
H -2.494 15.861 -19.128
H -2.267 17.337 -19.616
O 2.273 15.476 -18.595
H 2.805 15.114 -17.868
H 1.888 16.309 -18.230
O 3.824 20.607 -19.586
H 3.895 21.108 -20.410
H 3.139 19.913 -19.736
```

9.
Entry from OMol25: one molecule with the formula C4H4N2O (wB97M-V/def2-TZVPD).

## Properties
- Net charge: 0
- ΔE to the lowest compared entry with this formula, charge and spin: 448.2 kJ/mol
- Highest occupied orbital energy: -0.32549 Ha
- SMILES string: N#C/C(C=O)=C\N
- LUMO: -0.52 eV

XYZ file:
```
11
C4H4N2O wB97M-V/def2-TZVPD
N -0.042 -2.164 1.819
C -0.053 -1.132 1.032
C 0.372 -0.285 0.001
C 1.491 -0.820 -1.037
O 1.494 -0.493 -2.295
C -0.638 0.747 -0.260
N -1.425 1.349 0.644
H 2.178 -1.648 -0.389
H -0.087 1.112 -1.309
H -1.374 1.191 1.662
H -1.916 2.143 0.131
```

10.
Entry from OMol25: a 2-piece molecular cluster, C12H18O2 overall (wB97M-V/def2-TZVPD).

## Properties
- Net charge: 0
- ΔE to the lowest compared entry with this formula, charge and spin: 555.1 kJ/mol
- Highest occupied orbital energy: -0.31006 Ha
- LUMO: 0.92 eV

XYZ file:
```
32
C12H18O2 wB97M-V/def2-TZVPD
C -3.371 -1.506 0.211
C -3.467 -0.005 -0.486
C -2.453 0.901 0.237
C -1.239 0.177 0.734
C 0.650 -0.928 -0.107
C 0.884 -2.166 -0.338
C 2.103 -2.840 -0.162
C 3.275 -2.101 0.231
C 3.145 -0.717 0.300
C 1.786 -0.203 0.243
C 1.757 1.954 -0.669
C 1.681 3.381 -0.047
H -2.148 -1.989 -0.452
H -4.292 -2.214 -0.111
H -3.345 -1.638 1.448
H -4.486 0.407 -0.464
H -3.293 -0.108 -1.591
H -3.113 1.250 1.084
H -1.998 1.738 -0.231
H -1.628 -0.495 1.423
H -0.701 0.967 1.402
H 0.191 -2.886 -0.867
H 2.243 -3.795 -0.468
H 4.294 -2.431 0.120
H 3.907 0.035 0.487
H 2.615 1.614 -1.260
H 0.756 1.875 -1.177
H 2.128 4.279 -0.735
H 2.352 3.193 0.938
H 0.529 3.542 0.232
O -0.546 -0.382 -0.316
O 1.786 1.090 0.392
```

11.
Entry from OMol25: C18H41GdN2OP3S as an isolated structure (wB97M-V/def2-TZVPD).

## Properties
- Net charge: +3
- ΔE to the lowest compared entry with this formula, charge and spin: 346.3 kJ/mol
- Spin multiplicity: 8
- Highest occupied orbital energy (alpha / beta): -0.53061 / -0.62137 Ha
- LUMO (alpha / beta): -8.46 / -12.80 eV

XYZ file:
```
67
C18H41GdN2OP3S wB97M-V/def2-TZVPD
Gd 0.284 0.327 -0.551
P 2.285 0.669 1.721
P 1.307 -2.116 -1.051
P -1.053 0.003 1.876
H -1.128 2.496 -2.175
C -1.307 2.819 -1.129
C -0.388 3.581 -0.483
H 0.422 4.079 -1.029
C 4.014 1.253 1.573
C 2.711 -0.906 2.578
C 1.914 1.718 3.194
C 0.261 -2.570 -2.513
C 3.008 -2.368 -1.641
C 1.093 -3.470 0.163
C -1.744 1.478 2.710
C -0.703 -1.036 3.341
C -2.557 -0.836 1.260
H -2.253 2.449 -0.707
H -0.344 3.683 0.624
H 4.061 2.310 1.287
H 4.541 0.652 0.826
H 4.514 1.108 2.537
H 3.099 -1.632 1.847
H 1.844 -1.340 3.094
H 3.500 -0.700 3.320
H 1.947 2.773 2.884
H 2.691 1.557 3.956
H 0.935 1.492 3.634
H 0.520 -3.584 -2.853
H 0.425 -1.836 -3.325
H -0.818 -2.582 -2.281
H 3.047 -3.293 -2.230
H 3.700 -2.423 -0.790
H 3.318 -1.505 -2.247
H 1.395 -4.428 -0.291
H 0.047 -3.513 0.517
H 1.703 -3.254 1.057
H -2.723 1.241 3.143
H -1.864 2.309 2.003
H -1.073 1.783 3.525
H -1.643 -1.274 3.857
H -0.047 -0.490 4.040
H -0.232 -1.979 3.037
H -3.325 -0.931 2.032
H -2.322 -1.838 0.874
H -2.964 -0.254 0.431
C -3.627 -0.619 -2.013
C -3.816 -1.482 -3.109
C -5.139 -1.856 -3.445
C -6.234 -1.358 -2.715
C -6.023 -0.411 -1.704
C -4.703 -0.016 -1.360
O -2.325 -0.375 -1.455
H -1.672 -0.435 -2.176
H -2.974 -1.882 -3.699
H -5.333 -2.637 -4.201
H -7.257 -1.636 -2.994
H -6.886 -0.004 -1.134
H -4.570 0.792 -0.637
N 4.747 2.455 -1.999
C 3.514 2.472 -1.467
N 3.266 3.422 -0.553
S 2.315 1.340 -1.953
H 5.467 3.103 -1.679
H 4.950 1.795 -2.754
H 2.343 3.474 -0.156
H 3.859 4.236 -0.437
```

12.
Entry from OMol25: a 5-piece molecular cluster, C22H41IN4O12S overall (wB97M-V/def2-TZVPD).

## Properties
- Net charge: 0
- Highest occupied orbital energy: -0.33082 Ha
- SMILES string: CS(=O)(=O)[C@H]1OC(=O)O[C@]1(CCCC(=O)O)CC(=O)I.CN(C)C=O.CN(C)C=O.CN(C)C=O.CN(C)C=O
- LUMO: 0.35 eV

XYZ file:
```
81
C22H41IN4O12S wB97M-V/def2-TZVPD
C 0.489 1.346 2.285
S -1.248 1.362 1.957
O -1.913 0.462 2.857
O -1.663 2.738 1.961
C -1.681 0.743 0.259
O -2.952 1.370 0.091
C -3.214 1.250 -1.232
O -4.263 1.019 -1.725
O -2.067 1.458 -1.903
C -0.932 1.115 -1.055
C 0.043 2.297 -0.981
C -0.224 3.423 -1.991
C 0.467 3.191 -3.344
C 0.534 4.510 -4.055
O -0.409 5.045 -4.576
O 1.771 5.072 -4.021
C -0.330 -0.124 -1.826
C -0.194 -1.400 -1.043
O -0.979 -2.295 -1.118
I 1.443 -1.560 0.290
H 1.076 1.348 1.380
H 0.683 2.240 2.868
H 0.721 0.469 2.879
H -1.892 -0.320 0.367
H 0.048 2.756 0.003
H 1.059 1.944 -1.146
H 0.206 4.327 -1.560
H -1.275 3.634 -2.118
H 1.486 2.865 -3.151
H -0.073 2.488 -3.973
H 1.655 6.029 -3.933
H -1.026 -0.360 -2.626
H 0.626 0.122 -2.279
C 0.893 -7.621 -2.216
N 1.270 -6.296 -1.771
C 0.554 -5.140 -2.287
C 2.265 -6.091 -0.890
O 2.622 -5.001 -0.490
H 1.010 -7.710 -3.297
H -0.148 -7.829 -1.960
H 1.525 -8.363 -1.734
H 1.243 -4.468 -2.802
H 0.088 -4.587 -1.473
H -0.212 -5.473 -2.982
H 2.743 -7.028 -0.555
C 6.909 -0.591 3.118
N 5.474 -0.433 3.019
C 4.620 -1.611 3.020
C 4.889 0.773 2.916
O 3.690 0.953 2.807
H 7.287 -1.183 2.282
H 7.176 -1.093 4.050
H 7.389 0.386 3.098
H 4.027 -1.619 2.111
H 3.926 -1.575 3.860
H 5.228 -2.509 3.083
H 5.612 1.607 2.925
C -2.254 -3.757 3.865
N -0.915 -3.307 4.184
C -0.333 -3.646 5.472
C -0.188 -2.576 3.327
O 0.939 -2.168 3.546
H -2.972 -3.357 4.583
H -2.306 -4.848 3.886
H -2.528 -3.412 2.871
H -0.084 -2.740 6.024
H 0.583 -4.221 5.334
H -1.047 -4.234 6.043
H -0.715 -2.366 2.381
C -5.862 5.739 -2.764
N -4.441 5.486 -2.663
C -3.883 4.298 -3.286
C -3.608 6.316 -2.009
O -2.409 6.145 -1.904
H -6.429 4.923 -2.312
H -6.161 5.834 -3.810
H -6.108 6.664 -2.246
H -3.409 3.669 -2.534
H -3.125 4.573 -4.021
H -4.678 3.737 -3.769
H -4.121 7.190 -1.574
```

13.
Entry from OMol25: C4H4MgO2 as an isolated structure (wB97M-V/def2-TZVPD).

## Properties
- Net charge: +2
- Highest occupied orbital energy (alpha / beta): -0.66366 / -0.59611 Ha
- LUMO (alpha / beta): -10.35 / -11.29 eV

XYZ file:
```
11
C4H4MgO2 wB97M-V/def2-TZVPD
H -1.422 0.825 0.789
O -2.514 0.695 0.085
C -2.122 -0.052 -0.815
C -0.712 -0.507 -0.691
C 0.071 0.294 0.378
C 1.414 -0.006 0.393
O 2.506 0.506 0.494
Mg 3.804 -1.016 0.592
H -0.278 -0.399 -1.698
H -0.788 -1.582 -0.462
H 0.040 1.242 0.937
```